Record 1
Entry from OMol25: a molecular structure, C19H48Al2Be2Br2Cl2F2NO5P2S2 in a non-equilibrium geometry (ωB97M-V/def2-TZVPD).

Values from the calculation:
- Kohn-Sham gap (eV) = 2.00
- relative energy (zero: lowest compared OMol25 entry of this formula, charge and spin) (kJ/mol) = 0.0
- net charge = +3
- LUMO energy (eV) = -11.366
- DFT total energy (eV) = -256975.0744

Atoms and positions in Å:
1 C 1.7282 5.9749 -2.6544
2 C 1.1795 5.2759 -3.8835
3 O -0.2291 4.9800 -3.8253
4 C -1.0355 6.1093 -3.9462
5 C -2.4390 5.7198 -3.4649
6 C -2.9465 4.4318 -4.0737
7 C -3.6138 3.4265 -3.2266
8 C -3.0666 2.0043 -3.4290
9 Al -1.9942 1.3300 -1.8074
10 C -1.0115 -0.3059 -2.3571
11 C 0.5187 -0.2228 -2.1814
12 C 1.2256 -0.3299 -3.5339
13 Br 1.1700 -1.6838 -1.0555
14 P -0.4874 3.0132 -0.9990
15 S 0.2810 2.4009 0.7043
16 P -3.6203 0.9658 -0.1125
17 C -3.0706 1.3065 1.5879
18 C -4.9681 2.1890 -0.4505
19 C -4.6741 3.6508 -0.0410
20 H 1.2034 6.9006 -2.4141
21 H 1.6632 5.3262 -1.7819
22 H 2.7635 6.2418 -2.8550
23 H 1.4315 5.7984 -4.8085
24 H 1.6699 4.3061 -3.9528
25 H -1.1294 6.4311 -4.9903
26 H -0.6671 6.9675 -3.3651
27 H -2.4465 5.7158 -2.3565
28 H -3.1014 6.5551 -3.8064
29 H -3.8782 4.8442 -4.9138
30 H -2.1680 3.9496 -4.6561
31 H -3.4945 3.7229 -2.1794
32 H -4.7345 3.3817 -3.4438
33 H -3.8999 1.3024 -3.5392
34 H -2.4948 1.9113 -4.3527
35 H -1.3844 -1.1225 -1.7374
36 H -1.2325 -0.5447 -3.3969
37 H 0.8690 0.6914 -1.7062
38 H 1.2013 0.6301 -4.0544
39 H 0.7549 -1.1003 -4.1421
40 H 2.2632 -0.6265 -3.4018
41 H 0.5391 3.1140 -1.9543
42 H -1.1266 4.2726 -0.9104
43 H -2.3051 0.6259 1.9383
44 H -2.6535 2.3853 1.5102
45 H -3.9251 1.3258 2.2531
46 H -5.2862 2.0859 -1.4980
47 H -5.8176 1.8623 0.1567
48 H -4.9452 4.3493 -0.8998
49 H -5.2573 3.9484 0.8244
50 H -3.6147 3.8511 0.1176
51 Be -6.5039 3.8631 -1.7684
52 C 2.7586 -3.5956 2.6034
53 N 3.2158 -4.4554 1.4802
54 O 2.7009 -4.3359 0.3884
55 O 4.1012 -5.2413 1.7461
56 H 1.9575 -2.9514 2.2598
57 H 2.4409 -4.2964 3.3721
58 H 3.6107 -3.0086 2.9392
59 Cl -0.4942 -7.6233 4.7725
60 C 1.1819 -8.0770 4.4858
61 C 2.0634 -7.4374 5.4551
62 Cl 2.3521 -5.7346 5.3849
63 H 1.4491 -7.7779 3.4657
64 H 1.2525 -9.2208 4.5286
65 H 3.0453 -7.9032 5.0565
66 H 1.7809 -7.6831 6.4768
67 Br -2.0756 2.6439 3.5983
68 F -3.9183 5.3179 -5.9378
69 Be 2.8804 -9.1254 4.0884
70 C 4.4219 1.3099 1.3636
71 S 4.3209 -0.4707 1.1595
72 O 4.6352 -1.0840 2.4818
73 C 5.7794 -0.6390 0.1312
74 H 3.6103 1.6185 2.0195
75 H 5.3799 1.5707 1.8131
76 H 4.3115 1.7884 0.3904
77 H 6.6456 -0.2460 0.6631
78 H 5.6247 -0.1001 -0.8033
79 H 5.9216 -1.6976 -0.0762
80 C 0.8619 -10.5898 7.9496
81 O 0.8298 -10.5456 6.5115
82 H 1.6226 -9.8913 8.2896
83 H -0.1034 -10.2961 8.3611
84 H 1.1169 -11.5895 8.2986
85 H 0.1513 -11.1643 6.2224
86 F 2.6245 -8.4782 2.4338
87 Al -3.2964 7.8078 -2.5386

These are the Löwdin partial charges, in e, on atoms 1 to 5:
1. C -0.06
2. C -0.23
3. O -0.17
4. C -0.23
5. C -0.31

Record 2
Entry from OMol25: a gas-phase ion, C4H8F2NS (charge +1) in a non-equilibrium geometry (ωB97M-V/def2-TZVPD).

Values from the calculation:
- SMILES = C[NH2+]CC(=S)C(F)F
- Kohn-Sham gap (eV) = 8.52
- relative energy (zero: lowest compared OMol25 entry of this formula, charge and spin) (kJ/mol) = 0.0
- net charge = +1
- LUMO energy (eV) = -4.899
- DFT total energy (eV) = -22029.8720

Atoms and positions in Å:
1 C -1.5221 0.0345 0.1419
2 N -0.0825 -0.3049 0.1789
3 C 0.7465 0.5331 -0.7011
4 C 2.4777 0.4019 -0.1754
5 S 3.4074 1.6740 -0.0728
6 C 2.8056 -1.0526 0.0086
7 F 2.2376 -1.4894 1.1718
8 F 2.2024 -1.7825 -0.9642
9 H -1.9066 -0.0592 -0.8712
10 H -2.0750 -0.6383 0.7964
11 H -1.6738 1.0551 0.4857
12 H 0.2458 -0.2189 1.1514
13 H 0.0407 -1.2923 -0.0910
14 H 0.5030 1.5865 -0.6061
15 H 0.7162 0.1971 -1.7327
16 H 3.8809 -1.2779 0.0215

These are the Löwdin partial charges, in e, on atoms 1 to 5:
1. C 0.01
2. N -0.03
3. C -0.06
4. C -0.63
5. S 0.91

Record 3
Entry from OMol25: 5 unconnected molecules or ions with the total composition C39H88NO13 in a non-equilibrium geometry (ωB97M-V/def2-TZVPD).

Values from the calculation:
- Kohn-Sham gap (eV) = 6.77
- net charge = +1
- LUMO energy (eV) = -3.177
- DFT total energy (eV) = -69963.4760

Atoms and positions in Å:
1 C 5.2084 -0.2666 0.7438
2 C 4.5748 -0.8679 -0.5368
3 C 3.1007 -1.2130 -0.3073
4 C 2.5261 -2.2505 -1.3096
5 C 1.8523 -3.3978 -0.5744
6 C 0.9833 -4.2963 -1.4855
7 C -0.4425 -4.4325 -0.9093
8 C -1.4558 -3.5429 -1.6534
9 C -2.3498 -2.7265 -0.7181
10 C -3.5288 -3.5610 -0.2197
11 C -4.4918 -2.7967 0.6883
12 C -5.5611 -1.9427 -0.0062
13 C -5.5743 -2.0427 -1.5145
14 N -6.4741 -0.9346 -2.0178
15 C -7.7284 -0.7817 -1.1996
16 C -7.9494 -1.9113 -0.2125
17 O -6.8205 -2.2682 0.5577
18 H 4.4374 -0.0911 1.4863
19 H 5.7068 0.6703 0.5278
20 H 5.9092 -0.9664 1.1836
21 H 5.1262 -1.7428 -0.8540
22 H 4.6068 -0.0839 -1.2879
23 H 2.9950 -1.6155 0.6976
24 H 2.5103 -0.3027 -0.3418
25 H 1.7979 -1.7521 -1.9444
26 H 3.3463 -2.6189 -1.9155
27 H 2.5967 -4.0129 -0.0743
28 H 1.2366 -2.9595 0.2053
29 H 1.4352 -5.2818 -1.4771
30 H 0.9590 -3.9189 -2.5005
31 H -0.7744 -5.4651 -0.9739
32 H -0.4271 -4.1936 0.1496
33 H -2.1076 -4.2038 -2.2257
34 H -0.9562 -2.9252 -2.3900
35 H -2.6810 -1.7897 -1.1674
36 H -1.7658 -2.4814 0.1647
37 H -4.0295 -4.0783 -1.0354
38 H -3.0919 -4.3517 0.3853
39 H -3.8979 -2.1794 1.3515
40 H -5.0309 -3.5029 1.3088
41 H -5.3546 -0.8900 0.2324
42 H -4.5916 -1.8708 -1.9242
43 H -5.9764 -2.9795 -1.8821
44 H -6.6672 -1.0375 -3.0167
45 H -5.9484 -0.0614 -1.9388
46 H -7.7461 0.1928 -0.7326
47 H -8.5680 -0.7949 -1.8849
48 H -8.7152 -1.5636 0.4748
49 H -8.3740 -2.7772 -0.7167
50 C 6.4156 6.3531 0.0488
51 O 5.4874 6.0305 1.0627
52 C 4.4135 6.9522 1.1575
53 C 3.1290 6.2492 1.5367
54 O 2.5520 5.4631 0.5009
55 C 3.1989 4.2464 0.1540
56 C 3.1029 3.1600 1.2024
57 O 3.9765 3.4262 2.2862
58 C 3.4893 2.9719 3.5277
59 H 7.0002 7.2397 0.3159
60 H 7.0900 5.5054 -0.0608
61 H 5.9113 6.5229 -0.9091
62 H 4.2693 7.4761 0.2063
63 H 4.6545 7.6935 1.9315
64 H 2.3864 7.0217 1.7524
65 H 3.2589 5.6652 2.4491
66 H 4.2373 4.4164 -0.1323
67 H 2.6712 3.8915 -0.7352
68 H 3.3952 2.2014 0.7510
69 H 2.0654 3.0837 1.5490
70 H 2.4675 3.3285 3.7041
71 H 4.1299 3.3814 4.3040
72 H 3.5126 1.8775 3.5855
73 C 6.0487 5.5026 4.4506
74 O 5.7811 6.8230 4.8821
75 C 4.4270 7.0296 5.2396
76 C 4.2944 7.9930 6.3988
77 O 4.6684 7.4559 7.6566
78 C 6.0504 7.2700 7.9283
79 C 6.8279 8.5477 8.1546
80 O 7.0805 9.2248 6.9345
81 C 7.1184 10.6277 7.0718
82 H 5.5967 5.3156 3.4720
83 H 7.1289 5.3924 4.3703
84 H 5.6813 4.7711 5.1805
85 H 3.9503 6.0801 5.5120
86 H 3.8968 7.4487 4.3721
87 H 3.2313 8.2264 6.5013
88 H 4.8126 8.9314 6.1936
89 H 6.5264 6.6503 7.1667
90 H 6.0739 6.7094 8.8657
91 H 7.7922 8.2942 8.6149
92 H 6.2694 9.1896 8.8451
93 H 6.2177 11.0012 7.5723
94 H 7.1596 11.0550 6.0712
95 H 8.0048 10.9484 7.6303
96 C -7.7419 4.7697 -7.3898
97 O -8.1729 3.4288 -7.5141
98 C -7.1360 2.5319 -7.8700
99 C -7.3372 1.1805 -7.2241
100 O -7.0681 1.1519 -5.8227
101 C -8.0001 1.7629 -4.9456
102 C -9.3121 1.0151 -4.8048
103 O -10.1383 1.2131 -5.9271
104 C -10.9482 0.0987 -6.2439
105 H -7.4955 5.1973 -8.3664
106 H -8.5606 5.3379 -6.9524
107 H -6.8714 4.8457 -6.7286
108 H -6.1597 2.9304 -7.5720
109 H -7.1408 2.4022 -8.9594
110 H -6.6060 0.4986 -7.6628
111 H -8.3265 0.7794 -7.4448
112 H -8.1674 2.8101 -5.1990
113 H -7.4996 1.7476 -3.9690
114 H -9.8482 1.3891 -3.9192
115 H -9.0982 -0.0551 -4.6614
116 H -10.3464 -0.8126 -6.3377
117 H -11.4207 0.2999 -7.2024
118 H -11.7276 -0.0514 -5.4894
119 C 0.4940 -8.2243 -2.0349
120 O 1.4697 -8.4823 -1.0510
121 C 1.0606 -8.0962 0.2500
122 C 1.5695 -9.0518 1.3069
123 O 0.9025 -10.3013 1.3415
124 C 1.1767 -11.2446 0.3147
125 C 2.5474 -11.8794 0.3891
126 O 3.5553 -10.9855 -0.0539
127 C 4.7896 -11.1639 0.6062
128 H 0.3932 -7.1449 -2.1955
129 H 0.8153 -8.7022 -2.9584
130 H -0.4758 -8.6466 -1.7457
131 H -0.0335 -8.0524 0.3115
132 H 1.4641 -7.0934 0.4507
133 H 1.3585 -8.5960 2.2777
134 H 2.6515 -9.1763 1.2376
135 H 0.9938 -10.8215 -0.6745
136 H 0.4441 -12.0400 0.4685
137 H 2.5597 -12.7643 -0.2607
138 H 2.7388 -12.1998 1.4192
139 H 4.6639 -11.1380 1.6945
140 H 5.4406 -10.3417 0.3140
141 H 5.2616 -12.1089 0.3164

These are the Löwdin partial charges, in e, on atoms 1 to 5:
1. C -0.10
2. C -0.25
3. C -0.22
4. C -0.20
5. C -0.21

Record 4
Entry from OMol25: C3H5NO2 in the gas phase (ωB97M-V/def2-TZVPD).

Values from the calculation:
- Kohn-Sham gap (alpha / beta) (eV) = 8.24 / 8.24
- relative energy (zero: lowest compared OMol25 entry of this formula, charge and spin) (kJ/mol) = 569.6
- LUMO energy (alpha / beta) (eV) = 0.569 / 0.569
- DFT total energy (eV) = -8771.7913

Atoms and positions in Å:
1 N -1.8449 -0.3574 0.0895
2 C -0.7341 0.4011 -0.1556
3 O -0.7807 1.5132 -0.6368
4 C 0.5459 -0.2775 0.3340
5 C 1.9188 0.6417 -0.5541
6 O 1.7932 -0.6028 -0.8559
7 H -1.7985 -1.3366 0.3203
8 H -2.7391 0.0161 -0.1923
9 H 0.3737 -1.3612 0.4274
10 H 0.8106 0.1334 1.3044
11 H 2.4613 1.2234 -1.3567

These are the Löwdin partial charges, in e, on atoms 1 to 5:
1. N 0.16
2. C -0.54
3. O 0.07
4. C -0.06
5. C -0.04